# 1
A structure of composition C25H35N7RbS2Si2. Source: the Open Molecules 2025 dataset; level of theory: ωB97M-V/def2-TZVPD.

ΔE to the lowest compared entry with this formula, charge and spin in eV: 0.819
HOMO in eV: -1.0921
Gap between HOMO and LUMO in eV: 1.97
Charge: -1

Element x y z (Å)
Rb: 0.15717 0.30484 0.03874
C: 5.46628 1.53654 1.57384
Si: 4.34348 1.21924 0.03924
C: 5.43738 1.57534 -1.50586
C: 3.17647 2.72234 0.07474
N: 3.42807 -0.21156 0.02414
C: 3.94307 -1.44716 0.00264
C: 5.33718 -1.67346 -0.00326
C: 5.90058 -2.92326 -0.01396
C: 5.07318 -4.04526 -0.01216
C: 3.71087 -3.88056 -0.00856
C: 3.08167 -2.61546 -0.01436
N: 1.75167 -2.47676 -0.04146
Si: 0.64917 -3.76656 -0.07066
C: 0.73427 -4.92156 -1.61416
C: 0.64147 -4.90986 1.47944
C: -1.09333 -2.99986 -0.17136
H: 5.93668 2.51564 1.52074
H: 6.24848 0.79174 1.68094
H: 4.86818 1.50484 2.48044
H: 5.88958 2.56264 -1.45106
H: 4.82717 1.53954 -2.40386
H: 6.23208 0.84644 -1.62976
H: 3.76427 3.63384 0.13984
H: 2.50347 2.70334 0.92964
H: 2.58257 2.78284 -0.83156
H: 5.98088 -0.80696 0.00264
H: 6.97858 -3.03616 -0.02146
H: 5.49998 -5.04166 -0.01496
H: 3.07667 -4.75266 -0.00476
H: 1.67817 -5.45616 -1.67326
H: 0.64467 -4.32746 -2.51966
H: -0.06693 -5.65606 -1.62076
H: 1.55397 -5.49616 1.55194
H: -0.20033 -5.59756 1.48024
H: 0.57477 -4.30526 2.38024
H: -1.16893 -2.31626 -1.02096
H: -1.36033 -2.46836 0.74244
H: -1.83503 -3.77996 -0.31826
C: 1.08737 6.42334 -0.06436
N: -0.32533 6.18964 -0.09556
C: -1.31303 7.10274 0.12274
C: -2.49823 6.45804 0.07904
N: -2.25333 5.10804 -0.15536
C: -0.88473 4.94944 -0.28496
S: 0.02107 3.63364 -0.68986
C: -3.22513 4.11164 -0.16976
C: -4.57303 4.45404 0.02364
C: -5.52602 3.46454 -0.02976
C: -5.11763 2.15284 -0.25656
C: -3.76443 1.90624 -0.39876
N: -2.83383 2.84624 -0.36496
H: 1.28107 7.49604 -0.05766
H: 1.54157 5.96104 -0.94096
H: 1.51927 5.96164 0.82694
H: -1.10783 8.14164 0.28244
H: -3.47883 6.86984 0.18294
H: -4.86392 5.47074 0.22244
H: -6.57322 3.70014 0.10474
H: -5.82612 1.34474 -0.28886
H: -3.40773 0.89244 -0.54106
S: -4.47353 -1.19196 1.19124
C: -5.22013 -2.63966 0.87214
N: -5.32132 -3.01926 -0.46936
C: -5.89772 -4.20716 -0.83486
C: -6.41812 -5.01146 0.13994
C: -6.32992 -4.55316 1.46514
N: -5.74372 -3.41116 1.80934
H: -4.92152 -2.39506 -1.15376
H: -5.90002 -4.44466 -1.88706
H: -6.86732 -5.96126 -0.09946
H: -6.73202 -5.13076 2.28454

Cartesian forces (eV/Å) of the 3 atoms listed first:
Rb 1.04 -0.66 0.01
C -0.23 -0.15 -0.43
Si -0.30 -0.43 0.05



# 2
A structure of composition C4H11ClI2LaO2P. Source: the Open Molecules 2025 dataset; level of theory: ωB97M-V/def2-TZVPD.

ΔE to the lowest compared entry with this formula, charge and spin in eV: 0.000
HOMO (spin up / spin down) in eV: -16.8210 / -16.8287
Gap between HOMO and LUMO (spin up / spin down) in eV: 5.81 / 5.58
Charge: +2

Element x y z (Å)
I: 2.51015 -3.53591 0.41501
I: -1.73222 -3.78216 1.33455
La: 0.62981 -1.51753 1.69621
P: -0.08690 0.23706 -0.53588
C: -1.59497 0.46735 -1.50082
C: 0.81685 1.77864 -0.95116
H: 1.87331 -1.09333 -1.24855
H: 0.84182 -0.51688 -2.61882
H: 0.34271 -1.94655 -1.61860
C: 0.83765 -0.96090 -1.61157
H: 1.83224 1.72759 -0.52671
H: 0.85680 1.87199 -2.04948
H: -1.31858 0.72233 -2.53383
H: -2.16539 1.28653 -1.05080
H: 0.26614 2.62530 -0.51226
H: -2.19283 -0.45006 -1.48682
C: -2.02643 -0.64846 1.55287
O: -3.08887 -0.21062 1.63218
Cl: 2.87412 -0.19208 1.74229
O: 0.14779 0.97346 3.30658
H: -0.56844 1.62446 3.22073
H: 0.94523 1.53977 3.34488

Cartesian forces (eV/Å) of the 3 atoms listed first:
I 0.86 -0.77 -0.25
I -0.19 -0.46 -0.08
La -0.38 1.86 1.29



Copy entry 1 word for word.
A structure of composition C25H35N7RbS2Si2. Source: the Open Molecules 2025 dataset; level of theory: ωB97M-V/def2-TZVPD.

ΔE to the lowest compared entry with this formula, charge and spin in eV: 0.819
HOMO in eV: -1.0921
Gap between HOMO and LUMO in eV: 1.97
Charge: -1

Element x y z (Å)
Rb: 0.15717 0.30484 0.03874
C: 5.46628 1.53654 1.57384
Si: 4.34348 1.21924 0.03924
C: 5.43738 1.57534 -1.50586
C: 3.17647 2.72234 0.07474
N: 3.42807 -0.21156 0.02414
C: 3.94307 -1.44716 0.00264
C: 5.33718 -1.67346 -0.00326
C: 5.90058 -2.92326 -0.01396
C: 5.07318 -4.04526 -0.01216
C: 3.71087 -3.88056 -0.00856
C: 3.08167 -2.61546 -0.01436
N: 1.75167 -2.47676 -0.04146
Si: 0.64917 -3.76656 -0.07066
C: 0.73427 -4.92156 -1.61416
C: 0.64147 -4.90986 1.47944
C: -1.09333 -2.99986 -0.17136
H: 5.93668 2.51564 1.52074
H: 6.24848 0.79174 1.68094
H: 4.86818 1.50484 2.48044
H: 5.88958 2.56264 -1.45106
H: 4.82717 1.53954 -2.40386
H: 6.23208 0.84644 -1.62976
H: 3.76427 3.63384 0.13984
H: 2.50347 2.70334 0.92964
H: 2.58257 2.78284 -0.83156
H: 5.98088 -0.80696 0.00264
H: 6.97858 -3.03616 -0.02146
H: 5.49998 -5.04166 -0.01496
H: 3.07667 -4.75266 -0.00476
H: 1.67817 -5.45616 -1.67326
H: 0.64467 -4.32746 -2.51966
H: -0.06693 -5.65606 -1.62076
H: 1.55397 -5.49616 1.55194
H: -0.20033 -5.59756 1.48024
H: 0.57477 -4.30526 2.38024
H: -1.16893 -2.31626 -1.02096
H: -1.36033 -2.46836 0.74244
H: -1.83503 -3.77996 -0.31826
C: 1.08737 6.42334 -0.06436
N: -0.32533 6.18964 -0.09556
C: -1.31303 7.10274 0.12274
C: -2.49823 6.45804 0.07904
N: -2.25333 5.10804 -0.15536
C: -0.88473 4.94944 -0.28496
S: 0.02107 3.63364 -0.68986
C: -3.22513 4.11164 -0.16976
C: -4.57303 4.45404 0.02364
C: -5.52602 3.46454 -0.02976
C: -5.11763 2.15284 -0.25656
C: -3.76443 1.90624 -0.39876
N: -2.83383 2.84624 -0.36496
H: 1.28107 7.49604 -0.05766
H: 1.54157 5.96104 -0.94096
H: 1.51927 5.96164 0.82694
H: -1.10783 8.14164 0.28244
H: -3.47883 6.86984 0.18294
H: -4.86392 5.47074 0.22244
H: -6.57322 3.70014 0.10474
H: -5.82612 1.34474 -0.28886
H: -3.40773 0.89244 -0.54106
S: -4.47353 -1.19196 1.19124
C: -5.22013 -2.63966 0.87214
N: -5.32132 -3.01926 -0.46936
C: -5.89772 -4.20716 -0.83486
C: -6.41812 -5.01146 0.13994
C: -6.32992 -4.55316 1.46514
N: -5.74372 -3.41116 1.80934
H: -4.92152 -2.39506 -1.15376
H: -5.90002 -4.44466 -1.88706
H: -6.86732 -5.96126 -0.09946
H: -6.73202 -5.13076 2.28454

Cartesian forces (eV/Å) of the 3 atoms listed first:
Rb 1.04 -0.66 0.01
C -0.23 -0.15 -0.43
Si -0.30 -0.43 0.05



Copy entry 2 word for word.
A structure of composition C4H11ClI2LaO2P. Source: the Open Molecules 2025 dataset; level of theory: ωB97M-V/def2-TZVPD.

ΔE to the lowest compared entry with this formula, charge and spin in eV: 0.000
HOMO (spin up / spin down) in eV: -16.8210 / -16.8287
Gap between HOMO and LUMO (spin up / spin down) in eV: 5.81 / 5.58
Charge: +2

Element x y z (Å)
I: 2.51015 -3.53591 0.41501
I: -1.73222 -3.78216 1.33455
La: 0.62981 -1.51753 1.69621
P: -0.08690 0.23706 -0.53588
C: -1.59497 0.46735 -1.50082
C: 0.81685 1.77864 -0.95116
H: 1.87331 -1.09333 -1.24855
H: 0.84182 -0.51688 -2.61882
H: 0.34271 -1.94655 -1.61860
C: 0.83765 -0.96090 -1.61157
H: 1.83224 1.72759 -0.52671
H: 0.85680 1.87199 -2.04948
H: -1.31858 0.72233 -2.53383
H: -2.16539 1.28653 -1.05080
H: 0.26614 2.62530 -0.51226
H: -2.19283 -0.45006 -1.48682
C: -2.02643 -0.64846 1.55287
O: -3.08887 -0.21062 1.63218
Cl: 2.87412 -0.19208 1.74229
O: 0.14779 0.97346 3.30658
H: -0.56844 1.62446 3.22073
H: 0.94523 1.53977 3.34488

Cartesian forces (eV/Å) of the 3 atoms listed first:
I 0.86 -0.77 -0.25
I -0.19 -0.46 -0.08
La -0.38 1.86 1.29